*1*
{"formula": "C2H4N4S", "method": "wB97M-V/def2-TZVPD", "species": ["H", "N", "C", "S", "C", "N", "N", "N", "H", "H", "H"], "coordinates": [[-2.9083, 0.2303, 0.2520], [-1.9059, 0.4263, -0.0935], [-0.9958, -0.3362, 0.1274], [-0.5459, -1.9147, 0.6331], [1.1534, -1.5057, 0.7009], [1.4773, -0.3331, 0.3230], [0.4848, 0.3382, -0.2366], [0.5597, 1.6430, -0.5937], [1.9727, -2.2708, 1.0056], [-0.4685, 1.9529, -0.7269], [1.1766, 1.7698, -1.3913]], "charge": 0, "multiplicity": 1, "lumo_energy_ev": 0.72, "smiles": "[H]/N=c1\\scnn1N"}

=====

*2*
{"formula": "C2H4N4S", "method": "wB97M-V/def2-TZVPD", "species": ["N", "N", "N", "C", "N", "C", "S", "H", "H", "H", "H"], "coordinates": [[-0.2756, 1.8470, -0.0279], [0.1561, 0.5064, 0.0247], [1.5196, 0.1254, -0.1650], [1.4109, -1.2179, -0.0701], [0.1371, -1.6405, -0.0980], [-0.5937, -0.5610, -0.0055], [-2.3025, -0.3907, -0.1325], [-0.1079, 2.3262, -0.8341], [0.2834, 2.3592, 0.6665], [2.3553, -1.7155, 0.0489], [-2.5826, -1.6385, 0.5931]], "charge": 0, "multiplicity": 1, "lumo_energy_ev": 0.70, "smiles": "Nn1ncnc1S"}

=====

Which of them is most stable, and which least? Most stable: *2*; least stable: *1*.

=====

*1*
{"formula": "C2H5N", "method": "wB97M-V/def2-TZVPD", "species": ["C", "C", "N", "H", "H", "H", "H", "H"], "coordinates": [[-1.0669, 0.4205, 0.2893], [0.2414, 0.3902, 0.0725], [0.9206, -0.6441, -0.5454], [-1.6989, -0.4174, 0.0481], [-1.5456, 1.2899, 0.6977], [0.8663, 1.2400, 0.3130], [0.4026, -1.5083, -0.6074], [1.8807, -0.7709, -0.2677]], "charge": 0, "multiplicity": 1, "lumo_energy_ev": 1.24, "smiles": "C=CN"}

=====

*2*
{"formula": "C2H5N", "method": "wB97M-V/def2-TZVPD", "species": ["C", "C", "H", "H", "N", "H", "H", "H"], "coordinates": [[0.6246, -0.1307, 1.6133], [-0.1978, -0.8798, 1.0577], [1.2736, 0.4763, 2.2568], [-0.6062, -1.5553, 0.3442], [-0.2634, 0.6076, -1.8915], [-1.2502, 0.5033, -1.7441], [0.0121, 1.1121, -1.0517], [-0.1467, 1.2734, -2.5907]], "charge": 0, "multiplicity": 1, "lumo_energy_ev": 1.18, "smiles": "C#C.N"}

=====

*3*
{"formula": "C2H5N", "method": "wB97M-V/def2-TZVPD", "species": ["C", "C", "N", "H", "H", "H", "H", "H"], "coordinates": [[0.7955, -0.2087, -0.0687], [-0.7348, -0.2472, -0.0807], [0.0475, 0.9985, -0.3213], [1.2345, -0.7592, -0.9344], [1.2432, -0.3563, 0.9051], [-1.2666, -0.2411, 0.8600], [-1.2581, -0.6600, -0.9266], [-0.0613, 1.4741, 0.5666]], "charge": 0, "multiplicity": 1, "lumo_energy_ev": 1.28, "smiles": "C1CN1"}

=====

Which of them is most stable, and which least? Most stable: *1*; least stable: *2*.

=====

*1*
{"formula": "C3H7O2P", "method": "wB97M-V/def2-TZVPD", "species": ["C", "C", "C", "O", "O", "P", "H", "H", "H", "H", "H", "H", "H"], "coordinates": [[-3.0263, 0.2284, 0.3243], [1.6334, 0.3248, -0.1783], [-1.1046, -0.5933, 0.2152], [-3.8797, -0.2075, -0.3450], [-0.4684, 2.0698, 0.2854], [-0.1350, 0.7953, -0.3583], [-3.0004, 1.0456, 1.0355], [2.1799, 0.5290, -1.0960], [2.0463, 0.9296, 0.6266], [1.7299, -0.7304, 0.0641], [-1.2011, -1.4455, -0.4350], [-0.9496, -0.8283, 1.2596], [-0.3450, 0.7972, -1.7353]], "charge": 0, "multiplicity": 1, "lumo_energy_ev": 0.77}

=====

*2*
{"formula": "C3H7O2P", "method": "wB97M-V/def2-TZVPD", "species": ["C", "C", "P", "O", "H", "H", "H", "H", "H", "C", "O", "H", "H"], "coordinates": [[-0.9909, -1.4189, -0.3566], [0.5151, -1.7154, -0.5734], [1.4876, -0.1122, -0.8554], [2.4277, 0.0093, 0.2791], [-1.4580, -1.0439, -1.4438], [-1.5523, -2.3943, -0.2606], [-1.3106, -0.8619, 0.5360], [0.4670, -2.4551, -1.3919], [0.9816, -2.0933, 0.2973], [1.1927, 3.0862, 0.3363], [0.3474, 2.4961, -0.2449], [1.0253, 4.0969, 1.0252], [2.2649, 2.9158, 0.0544]], "charge": 0, "multiplicity": 1, "lumo_energy_ev": -0.24, "smiles": "CCP=O.C=O"}

=====

Which of them is most stable, and which least? Most stable: *1*; least stable: *2*.

=====

*1*
{"formula": "C3H5NOS2", "method": "wB97M-V/def2-TZVPD", "species": ["C", "N", "S", "C", "S", "C", "O", "H", "H", "H", "H", "H"], "coordinates": [[-1.1959, 1.1963, -0.4457], [-1.9759, 0.2368, -0.2555], [-1.4719, -1.3196, -0.3920], [0.1600, -1.5914, 0.1390], [1.5517, -0.7845, -0.6805], [1.0662, 0.7389, 0.1726], [0.1082, 1.5258, -0.4384], [-1.6596, 2.2205, -0.6701], [0.2258, -2.6461, -0.0827], [0.4244, -1.2735, 1.1308], [0.6915, 0.3535, 1.2169], [2.0754, 1.3434, 0.3057]], "charge": 0, "multiplicity": 1, "lumo_energy_ev": 0.75, "smiles": "C1=NSCSCO1"}

=====

*2*
{"formula": "C3H5NOS2", "method": "wB97M-V/def2-TZVPD", "species": ["S", "C", "C", "N", "S", "C", "O", "H", "H", "H", "H", "H"], "coordinates": [[0.0820, -1.8958, -2.2656], [-0.9213, -0.6168, -1.2800], [-0.2298, 0.2361, -0.1866], [-0.4773, 1.4709, -0.4024], [0.0671, 2.3111, 1.1596], [0.9286, 0.8079, 1.7631], [0.5742, -0.3267, 0.6618], [0.8638, -2.4585, -1.2565], [-1.9964, -1.0025, -0.7957], [-1.4756, 0.1143, -2.1041], [2.1569, 0.7299, 1.9100], [0.4279, 0.6301, 2.7963]], "charge": 0, "multiplicity": 1, "lumo_energy_ev": 0.37, "smiles": "SCC1=NSCO1"}

=====

Which of them is most stable, and which least? Most stable: *1*; least stable: *2*.